Record 1
13
Properties=species:S:1:pos:R:3 method="wB97M-V/def2-TZVPD" smiles=O[C@H]1C[C@H]2N[C@@H]12 de_lowest_ev=2.714 mol_weight_g_mol=85.11 e_tot_ev=-7796.93041 e_lumo_ev=0.92 homo_lumo_gap_ev=10.71
O -0.56459 -0.73383 1.89116
C -0.74413 -0.09843 0.65651
C 0.18977 1.07378 0.25335
C 0.29361 0.43138 -1.13016
N 1.00486 -0.81674 -0.98034
C -0.41155 -0.80661 -0.65667
H 0.37193 -0.95052 1.97581
H -1.79116 0.21769 0.63173
H 1.16259 1.02721 0.76497
H -0.22678 2.07720 0.35318
H 0.28722 0.93537 -2.09115
H 1.61524 -0.78949 -0.16278
H -1.04216 -1.53256 -1.16338

Record 2
11
Properties=species:S:1:pos:R:3 method="wB97M-V/def2-TZVPD" smiles="O=[N+]([O-])C(F)(N(F)F)[N+](=O)[O-]" de_lowest_ev=0.211 mol_weight_g_mol=175.02 e_tot_ev=-21838.43939 e_lumo_ev=-1.14 homo_lumo_gap_ev=10.85
O -1.80602 -1.28665 0.05874
N -1.14311 -0.72995 0.82900
O -1.19049 -0.54677 1.96467
C 0.18393 0.08754 0.16940
F 0.90634 0.15172 1.25949
N 0.77331 -0.68605 -0.93773
F 0.84879 -2.01013 -0.52221
F 2.04710 -0.21746 -0.97021
N -0.13243 1.47194 -0.50103
O -0.98789 1.39101 -1.32330
O 0.50047 2.37481 -0.02681

Record 3
24
Properties=species:S:1:pos:R:3 method="wB97M-V/def2-TZVPD" smiles="CNC(C)=O.CNC(C)=O" de_lowest_ev=0.713 mol_weight_g_mol=146.19 e_tot_ev=-13524.91181 e_lumo_ev=0.57 homo_lumo_gap_ev=9.55
C -0.53410 -2.28996 -1.72332
N 0.41207 -1.27876 -1.38342
C 1.71519 -1.66909 -1.16839
C 2.52670 -0.69508 -0.31523
O 2.21538 -2.61434 -1.72994
H -0.22799 -2.96116 -2.52659
H -0.86016 -2.96179 -0.90230
H -1.51544 -1.91842 -2.06588
H 0.05383 -0.54813 -0.79480
H 1.99198 -0.55340 0.62388
H 3.45695 -1.22272 -0.12023
H 2.55447 0.25304 -0.83588
C 0.22784 2.53259 2.19594
N -1.15886 2.38260 1.82514
C -1.52151 1.35235 1.00858
C -2.86020 1.41099 0.35412
O -0.75743 0.43412 0.73453
H 0.77693 1.72621 1.71732
H 0.67653 3.43969 1.76691
H 0.44872 2.50842 3.26545
H -1.87014 3.07293 1.98398
H -2.81630 1.62412 -0.71443
H -3.41969 0.47756 0.47022
H -3.53484 2.17505 0.77089

Record 4
63
Properties=species:S:1:pos:R:3 method="wB97M-V/def2-TZVPD" de_lowest_ev=0.750 mol_weight_g_mol=767.58 total_charge=-2 e_tot_ev=-179281.09786 e_lumo_ev="4.22 / 4.22" homo_lumo_gap_ev="3.90 / 3.90"
Pd 0.73927 -0.57535 1.26896
N 4.33376 0.10585 2.25617
C 4.56904 0.38348 0.92838
C 5.50147 1.18355 0.28059
C 5.41641 1.25487 -1.10035
C 4.42897 0.55679 -1.80811
C 3.50425 -0.23888 -1.15548
C 3.58727 -0.33275 0.22926
N 2.77117 -1.01237 1.12190
C 3.23375 -0.71588 2.31347
C 2.66913 -1.15030 3.58388
C 2.85612 -0.51551 4.77269
S 1.91807 -1.25907 5.99197
C 1.38269 -2.41522 4.82219
N 1.83199 -2.24774 3.62951
H 4.77041 0.54135 3.04638
H 6.24508 1.75018 0.82777
H 6.11485 1.88226 -1.64151
H 4.37329 0.66293 -2.88464
H 2.71005 -0.75468 -1.67882
H 3.36467 0.41623 4.95419
H 0.66986 -3.18202 5.09000
O -0.40418 3.62254 3.48594
Se 0.15933 2.17933 3.00801
O -1.23361 1.55701 2.10362
O 1.41080 2.29606 1.97755
O 0.44692 1.17576 4.25446
C -1.15450 0.17080 1.63863
Ge -1.64934 -0.01185 -0.20739
C -0.87057 1.33996 -1.42651
C 0.43191 1.80068 -1.22717
C 1.00435 2.71773 -2.09986
C 0.28567 3.19643 -3.18701
C -1.02033 2.76678 -3.38569
C -1.58937 1.85295 -2.50644
C -3.63839 0.19151 -0.54116
C -4.38294 0.84647 0.44185
C -5.75560 1.02515 0.31412
C -6.42052 0.53903 -0.80483
C -5.70116 -0.12372 -1.79134
C -4.32784 -0.29026 -1.65446
C -1.38312 -1.79358 -1.04132
C -2.22893 -2.86241 -0.75153
C -2.02733 -4.11984 -1.30927
C -0.98369 -4.32639 -2.19989
C -0.14643 -3.26457 -2.52443
C -0.34484 -2.02026 -1.94532
H -1.74822 -0.45911 2.30621
H 0.98129 1.45784 -0.35324
H 2.01380 3.06733 -1.91298
H 0.73357 3.91390 -3.86694
H -1.59867 3.14822 -4.22099
H -2.61434 1.53733 -2.66689
H -3.86614 1.22113 1.32130
H -6.30905 1.54395 1.08979
H -7.49229 0.67288 -0.90624
H -6.21202 -0.51326 -2.66636
H -3.78124 -0.82029 -2.43004
H -3.06093 -2.71367 -0.07009
H -2.68885 -4.93976 -1.04927
H -0.82198 -5.30524 -2.63800
H 0.67265 -3.41404 -3.21999
H 0.32455 -1.20025 -2.18520

Record 5
9
Properties=species:S:1:pos:R:3 method="wB97M-V/def2-TZVPD" de_lowest_ev=2.634 mol_weight_g_mol=119.19 total_charge=-1 e_tot_ev=-26876.37616 e_lumo_ev=2.20 homo_lumo_gap_ev=5.07
C 0.58264 0.90323 -2.11791
C 1.84851 1.26898 -2.43648
C -0.23811 0.44652 -1.15298
O 3.06174 1.34885 -2.39962
S 0.59098 1.56499 -3.75871
S 0.00033 -0.18494 2.38158
H 0.85345 -1.15185 2.98487
H 0.08814 0.01587 -0.22875
H -1.25757 0.57264 -1.22940

Record 6
14
Properties=species:S:1:pos:R:3 method="wB97M-V/def2-TZVPD" de_lowest_ev=2.933 mol_weight_g_mol=183.99 e_tot_ev=-80877.52172 e_lumo_ev="-1.45 / -0.74" homo_lumo_gap_ev="6.72 / 8.80"
C 1.22715 -1.12117 0.11155
C -0.36842 0.69089 1.20076
C -0.13097 -0.54817 0.42408
N -0.24897 0.52181 -1.85191
O -1.05308 1.37540 -2.08808
O 0.65709 0.01259 -2.47967
O -1.65851 1.18318 1.10226
Br -1.57095 -1.69552 0.19753
H 1.61323 -1.10907 -0.98738
H 1.17871 -2.30227 0.37868
H 2.05377 -0.61495 0.54377
H -0.18993 0.71547 2.34287
H 0.38900 1.45961 0.98426
H -1.89811 1.43218 0.12128

Record 7
23
Properties=species:S:1:pos:R:3 method="wB97M-V/def2-TZVPD" de_lowest_ev=12.237 mol_weight_g_mol=165.09 total_charge=-1 e_tot_ev=-21014.31215 e_lumo_ev=1.96 homo_lumo_gap_ev=3.74
Na 0.40787 -0.29082 -0.33107
O 2.07494 0.47186 -0.33012
H 1.72797 0.72633 0.54703
O 0.85059 -2.01308 0.21906
H 1.40239 -1.93738 -0.58363
O 0.27377 2.08474 -0.10046
H -0.38854 2.67596 -0.45831
H -0.17699 1.61662 0.60233
O -0.66226 -2.06050 1.39961
H 0.04507 -1.94061 0.76593
H -0.61152 -1.28953 1.96464
O 0.35410 0.89961 -2.10069
H 1.07137 0.90093 -2.73452
H -0.40520 0.59589 -2.59814
O -1.02432 -1.35491 -1.11568
H -0.99306 -1.16715 -2.05376
H -1.91854 -1.13297 -0.85617
O 1.07319 0.17465 1.60731
H 0.19385 0.38753 1.91984
H 1.58994 0.95892 1.79205
O -1.26592 0.59126 0.67142
H -1.79140 -0.19953 0.79294
H -1.82732 1.30229 0.98047

Record 8
8
Properties=species:S:1:pos:R:3 method="wB97M-V/def2-TZVPD" de_lowest_ev=0.702 mol_weight_g_mol=157.22 total_charge=-1 e_tot_ev=-39702.26466 e_lumo_ev=3.36 homo_lumo_gap_ev=7.50
C -2.11797 -0.23264 -0.02707
O 3.01720 -0.77518 -0.30333
O 0.42555 0.14854 0.46590
O 2.49902 1.58306 -0.59477
S -3.58294 -0.99411 0.01781
S -0.72320 -0.90413 0.63794
S 2.49240 0.43839 0.29900
H -2.01005 0.73608 -0.49548